# 1
ORCA calculation (ωB97M-V with the def2-TZVPD basis set) on a 8-piece molecular cluster, C15H46O15 overall at a distorted geometry.

Structure (XYZ):
```
76
Properties=species:S:1:pos:R:3:mulliken_charge:R:1
H -3.17 -1.29 2.50 0.33
H -4.43 0.01 -4.63 0.28
H -0.21 2.18 -1.38 0.25
H -5.84 3.41 -1.34 0.43
H 1.04 3.42 -2.88 0.40
H 3.43 -3.31 2.70 0.21
H -1.21 0.47 0.64 0.11
H 2.34 -3.24 4.62 0.35
H -4.78 -1.38 -3.60 0.29
H 1.07 -1.61 0.12 0.22
H -1.33 2.65 -3.48 -0.05
H 4.21 -5.01 4.53 0.27
H 1.50 -0.66 2.80 0.24
H 3.60 -0.69 2.96 0.13
H 0.35 4.84 -2.34 0.37
H 3.57 -2.14 5.27 0.28
H -0.15 -0.99 2.22 0.44
H -3.37 -1.37 -4.63 0.31
H 5.89 0.72 2.68 0.37
H -4.63 -2.39 0.95 0.33
O -2.75 2.91 -0.48 -0.69
C 5.34 -0.20 2.45 -0.28
O 3.49 -4.53 6.56 -0.48
H -4.88 -0.50 -0.56 0.31
H -5.02 1.97 -0.60 -0.02
H -3.03 1.17 -0.20 0.19
H -0.77 3.99 -4.60 0.40
C 0.13 3.81 -2.55 -0.78
H -4.51 -0.05 1.19 0.32
H 6.41 -0.80 0.63 0.33
C 1.49 -1.78 -2.81 -0.48
H 2.38 -2.46 -2.91 0.37
H 5.02 0.39 0.44 0.19
H 0.92 -1.77 -3.75 0.30
H 2.99 -0.26 -3.09 0.46
H 2.53 -0.66 -1.41 -0.03
H -1.85 3.20 -0.75 0.34
H -2.89 4.20 -3.22 0.33
H 2.55 -4.55 6.33 0.32
C -3.71 -1.83 0.75 -0.75
H -3.76 4.61 -1.19 0.22
O -0.25 3.21 -1.34 -0.57
C -1.02 3.76 -3.53 0.12
O -2.01 4.62 -2.98 -0.55
C 4.09 -4.20 5.27 -0.42
C 5.37 -0.52 0.99 -0.26
C -4.89 2.88 -1.24 -0.43
H 0.48 1.55 1.94 0.44
C -4.06 -0.42 0.21 -0.32
C -3.99 -0.76 -4.00 -0.79
O -3.36 -0.08 -2.90 -0.30
C -3.84 3.73 -0.55 -0.21
H -3.88 1.83 -2.56 0.45
O -2.89 -1.88 1.80 -0.45
O -4.46 2.60 -2.56 -0.58
O 4.57 -1.61 0.67 -0.49
O 1.34 0.71 -2.51 -0.47
O 4.09 0.16 2.91 -0.49
H 5.70 -1.04 2.99 0.19
H -4.14 4.16 0.44 0.34
H 1.56 0.94 0.76 0.31
H -2.75 -0.69 -2.42 0.14
C 3.43 -3.04 4.64 -0.42
C 0.63 0.74 1.24 -0.60
O 3.87 -2.73 3.33 -0.34
O -2.93 0.18 -0.20 -0.21
O -0.36 0.71 0.27 0.23
H 5.08 -3.83 5.44 0.29
O 0.70 -2.22 -1.75 -0.40
O 1.35 -1.72 1.03 -0.60
H 3.61 -1.49 0.84 0.25
C 0.85 -0.69 1.93 -0.37
H 0.78 0.59 -1.71 0.13
C 2.14 -0.48 -2.44 -0.18
H -3.16 -2.42 -0.05 0.20
H 0.41 -3.06 -1.95 0.21
```

Results
- F_max (Eh/bohr) = 0.088
- LUMO energy (Eh) = 0.0101
- E (eV) = -47008.77930
- HOMO level (eV) = -9.49
- ΔE to the lowest compared entry with this formula, charge and spin (eV) = 1.249
- SMILES = OCCO.OCCO.OCCO.OCCO.OCCO.OCCO.OCCO.CO

# 2
ORCA calculation (ωB97M-V with the def2-TZVPD basis set) on C15H47O17 as an isolated structure at a distorted geometry.

Structure (XYZ):
```
79
Properties=species:S:1:pos:R:3:mulliken_charge:R:1
O 0.27 -1.17 -0.76 0.22
H -1.46 3.65 3.06 0.41
C 0.49 2.65 -0.39 -0.50
H 3.16 3.74 -0.67 0.33
O 4.09 -1.23 -0.16 -0.51
C -2.15 -1.38 -2.33 -1.34
H 2.58 -1.38 1.05 1.11
H -2.51 -0.58 1.09 0.06
H -2.45 1.73 2.59 0.68
C -0.22 1.44 2.54 0.30
H 0.78 -1.88 2.57 0.25
H 0.97 -0.33 3.43 0.35
H -4.64 2.00 -0.95 0.44
C 0.15 -3.67 -0.42 -1.11
C 1.49 -1.12 2.89 -0.72
O -1.31 2.06 -1.42 -0.67
H -0.08 -1.55 1.06 0.11
C -2.50 2.24 -0.70 -0.08
O -0.38 -0.66 1.22 0.57
O -3.96 -2.09 0.83 -0.53
O 0.69 1.39 0.26 -0.92
H -0.55 2.94 -0.24 -0.02
C -0.34 -0.44 -0.03 -3.25
H -3.71 0.86 -1.79 0.07
H -3.13 -1.19 2.54 0.48
C -3.74 1.92 -1.55 -0.64
O 1.30 -0.93 -2.38 -0.79
H 0.76 2.50 -1.43 0.77
O 0.01 1.59 3.90 -0.69
O 0.16 -2.96 -1.60 -0.91
H -1.60 -0.01 -1.10 1.15
C 2.88 -2.90 -1.40 -0.92
H 0.09 0.81 -0.20 1.68
O 3.79 -3.32 -2.49 -0.59
C 1.43 3.77 0.22 -1.31
H -2.55 3.29 -0.41 0.55
C -2.91 -1.49 1.52 -0.35
C 1.25 0.39 -2.84 -1.58
H -2.39 -1.44 -3.39 0.35
O 2.50 -1.70 3.77 -0.64
H 0.14 -2.04 -1.33 0.08
C 2.14 -0.54 1.58 0.30
O -2.16 0.00 -1.88 -0.53
H 2.99 -0.81 -1.98 0.54
H 3.04 -3.56 -0.54 0.21
H 0.72 -1.07 -1.63 3.14
O -3.87 2.80 -2.72 -0.56
O 2.83 3.37 0.15 -0.55
H 1.16 0.46 -3.93 0.34
C -1.59 2.11 2.03 -0.38
H 1.26 3.99 1.27 0.26
H -1.16 -1.79 -2.14 0.51
H 1.83 -3.07 -1.64 0.64
H -2.11 -2.24 1.51 -0.02
H 4.86 -1.70 -0.50 0.40
H 1.28 4.77 -0.19 0.46
H -1.69 1.86 0.98 -0.97
H -2.49 1.62 0.20 0.74
H -0.77 1.51 -0.85 -0.25
H 0.58 1.89 1.95 0.18
O -1.60 3.52 2.12 -0.58
H 2.10 0.97 -2.48 0.48
O -0.84 0.59 -0.51 -0.47
H -0.26 0.36 2.44 -0.13
H 2.96 -2.34 3.24 0.41
H 0.16 -4.74 -0.61 0.32
H 3.49 -4.17 -2.81 0.35
H -0.73 -3.40 0.16 0.39
H -4.78 2.86 -3.00 0.31
H 1.41 -0.16 0.87 -0.25
H 2.07 -1.16 -0.50 -2.09
H 3.58 0.10 2.61 0.46
O 3.04 0.47 1.91 -0.50
H -4.72 -1.53 1.03 0.35
H 1.04 -3.37 0.14 0.10
C 2.98 -1.39 -1.05 2.03
H -2.96 -1.92 -1.84 0.28
H -0.70 1.20 4.41 0.39
H 0.50 1.02 -2.37 0.85
```

Results
- F_max (Eh/bohr) = 0.377
- LUMO energy (Eh) = 0.0854
- charge = -1
- E (eV) = -51094.24941
- HOMO level (eV) = -4.89
- ΔE to the lowest compared entry with this formula, charge and spin (eV) = 30.308

# 3
ORCA calculation (ωB97M-V with the def2-TZVPD basis set) on a 9-piece molecular cluster, C15H48N10O9 overall at a distorted geometry.

Structure (XYZ):
```
82
Properties=species:S:1:pos:R:3:mulliken_charge:R:1
H -3.21 -2.65 3.77 0.36
C -3.07 -1.66 4.23 -1.51
H -0.67 3.49 2.60 0.35
H -0.32 2.03 -0.93 0.52
C 1.65 -1.19 3.64 -0.54
C -0.34 1.83 -4.71 0.39
N 0.23 2.57 -1.65 0.23
C -1.81 -1.03 3.64 0.61
H -1.02 -1.50 4.26 -0.07
H 0.79 0.42 -3.75 0.19
H -1.05 0.52 -0.13 -0.20
H -2.43 -1.30 1.54 0.30
C -4.53 -1.76 -2.99 -1.50
H 1.22 -2.15 3.97 0.29
H 5.05 0.20 -1.41 0.06
H -3.92 -1.05 3.92 0.36
H 0.96 -0.72 0.90 -0.38
H 3.73 2.27 -0.84 0.70
N 1.45 -3.99 2.08 -0.19
H 5.24 1.24 1.42 0.44
N 0.30 -3.45 0.31 0.00
C -0.65 1.95 1.25 -0.08
H 2.17 -1.09 -0.26 0.04
N -0.78 -0.80 -0.94 0.51
H -1.00 0.53 3.34 0.31
C 3.37 1.28 -0.67 -1.13
C -3.99 -0.29 -1.08 -1.42
N 0.71 1.44 -4.03 -0.39
H 5.84 1.92 0.05 0.43
H 1.85 -4.73 2.69 0.23
H 0.33 2.12 -2.57 -0.34
N -1.26 1.46 0.21 0.12
H -1.10 3.53 -5.43 0.28
O 2.27 -1.38 2.37 -0.43
H 0.19 3.81 -4.26 0.21
H -1.22 -1.21 -0.09 0.02
H -4.32 -1.74 -4.09 0.37
N 1.04 3.98 -0.15 -0.20
C -1.62 -1.53 2.23 0.74
H -2.37 0.55 -2.97 0.07
H 1.56 4.82 0.02 0.25
H -3.57 -1.00 -0.50 0.32
C 5.56 0.95 0.45 -1.79
H -2.98 -1.85 5.31 0.39
H 1.84 -3.03 2.11 0.30
N 1.16 -0.95 -0.07 0.68
O 4.12 -0.77 -0.06 -0.46
H 3.24 -1.27 2.49 0.18
C -3.84 -0.47 -2.60 0.50
H -5.08 -0.23 -0.85 0.52
H 0.83 -0.45 3.69 0.07
C 0.64 -4.38 1.14 0.27
H -1.30 -0.72 -1.77 0.31
O -1.40 1.04 -5.11 -0.71
H 4.44 -1.00 0.83 0.21
H 2.39 -0.90 4.41 0.47
H 0.39 3.71 0.58 0.21
H -4.42 0.32 -3.06 0.40
H -3.49 0.59 -0.62 0.22
O 0.03 -5.67 1.12 -0.79
H -0.69 -1.13 1.86 -0.91
H 2.76 1.03 -1.52 0.21
H 6.36 0.24 0.58 0.50
O 1.12 -0.92 -2.40 -0.94
N -0.35 3.11 -4.76 -0.26
O -1.78 0.23 3.77 -0.65
N -0.95 3.16 1.62 -0.44
C 4.52 0.32 -0.43 0.57
O -2.60 -0.35 -2.81 -0.71
H -1.76 3.66 1.28 0.19
H 2.78 1.33 0.24 0.10
H -0.28 -3.75 -0.47 0.18
H -1.46 -2.56 2.27 0.48
H -5.62 -1.76 -2.87 0.36
C 1.12 3.45 -1.34 0.45
H 0.66 -2.49 0.27 0.13
H 1.52 2.01 -3.89 0.39
C 0.50 -0.87 -1.16 -0.34
O 1.99 4.04 -2.28 -0.79
H -1.90 2.02 -0.34 0.42
O 0.25 1.21 1.97 -0.68
H -4.07 -2.61 -2.58 0.40
```

Results
- F_max (Eh/bohr) = 0.235
- LUMO energy (Eh) = -0.0107
- E (eV) = -49657.47038
- HOMO level (eV) = -8.53
- ΔE to the lowest compared entry with this formula, charge and spin (eV) = 4.391
- SMILES = NC(N)=O.NC(N)=O.NC(N)=O.NC(N)=O.NC(N)=O.CC(C)O.CC(C)O.CC(C)O.CO

# 4
ORCA calculation (ωB97M-V with the def2-TZVPD basis set) on C15H4BrF5IN3OSV as an isolated structure.

Structure (XYZ):
```
32
Properties=species:S:1:pos:R:3:lowdin_spin:R:1
N -2.94 0.71 -1.05 0.00
S 0.02 1.86 0.71 -0.12
H -1.96 -2.60 1.00 0.00
O -1.88 -0.04 -0.74 -0.02
C -1.79 -3.67 0.92 0.00
C -2.36 -5.91 1.54 0.00
F 4.60 0.14 -0.68 0.00
V -0.23 -0.23 -0.13 2.14
C 4.49 2.41 -0.02 -0.01
C -0.80 -4.17 0.10 0.01
C -3.92 -0.42 0.82 0.00
C 2.37 3.32 0.66 -0.01
F 1.66 4.35 1.09 0.00
C -0.57 -5.53 -0.02 0.00
C 2.55 1.07 -0.01 -0.01
Br 0.76 -6.24 -1.14 0.00
C -2.57 -4.54 1.65 0.00
C 3.90 1.17 -0.25 0.00
C -3.95 0.50 -0.29 0.00
I 0.39 -2.84 -1.02 0.00
H -3.35 -4.15 2.30 0.00
F 4.30 4.64 0.65 0.00
C -5.15 1.23 -0.56 0.00
F 5.78 2.56 -0.23 0.00
C -1.37 -6.40 0.71 0.00
F 1.93 -0.16 -0.22 0.01
H -2.97 -6.60 2.11 0.00
C 1.74 2.09 0.44 0.00
H -1.20 -7.47 0.63 0.00
C 3.73 3.47 0.44 0.00
N -3.84 -1.17 1.68 0.00
N -6.12 1.82 -0.77 0.00
```

Results
- ⟨S²⟩ = 2.09
- F_max (Eh/bohr) = 0.014
- LUMO energy (alpha / beta) (Eh) = -0.2292 / -0.1819
- charge = +1
- E (eV) = -150379.75138
- HOMO level (alpha / beta) (eV) = -12.50 / -12.50
- spin multiplicity = 3
- ΔE to the lowest compared entry with this formula, charge and spin (eV) = 1.135

# 5
ORCA calculation (ωB97M-V with the def2-TZVPD basis set) on a 10-piece molecular cluster, C15H50N10O15 overall at a distorted geometry.

Structure (XYZ):
```
90
Properties=species:S:1:pos:R:3:lowdin_spin:R:1
H 4.66 -3.51 2.19 0.00
H 4.82 -1.37 -2.08 0.01
H -2.35 -1.12 -1.51 0.00
C 0.04 -2.94 5.65 0.00
C -4.37 3.03 0.60 0.01
N -5.09 -2.38 -1.31 0.05
H 4.85 0.05 1.30 0.00
H 3.85 -4.25 0.76 0.02
O 2.52 -2.01 -5.31 0.01
H 1.88 -0.53 -0.03 0.00
C 1.49 5.03 0.00 0.02
C -3.22 -0.73 2.95 0.01
O 5.84 0.22 -2.83 0.01
H 0.24 2.68 -2.85 0.00
O -2.09 -1.21 3.25 0.01
H -0.70 5.15 0.24 0.00
H -1.45 3.48 1.87 0.00
H 4.13 0.21 -1.95 0.00
C -0.14 -0.55 0.94 0.01
H 1.43 0.96 0.93 0.00
C -1.17 2.73 -4.17 0.02
C 5.73 -0.13 -0.47 0.02
H 5.95 0.93 -0.35 0.00
H -5.99 -2.42 -0.85 0.01
N 1.82 -3.53 1.20 0.02
H 2.64 -1.12 -4.99 0.01
H 0.91 -3.12 1.35 0.01
H -4.14 -2.38 2.63 0.02
O 2.79 -2.54 2.97 0.00
H 6.35 -0.48 -3.24 0.01
O 0.47 0.83 -0.88 0.01
H -4.48 1.21 0.60 0.00
H -1.69 -1.71 0.40 0.02
H 2.35 4.93 0.67 0.01
H -2.58 3.25 -5.45 0.00
O -0.90 -1.34 0.00 0.05
C -2.82 3.00 0.60 0.01
C 5.07 -0.34 -1.82 0.02
C 0.20 5.10 0.86 0.02
H 2.25 -3.82 -2.49 0.01
N -0.30 3.31 -3.43 0.01
O 1.50 3.98 -0.93 0.01
O -2.40 3.36 1.94 0.00
H -2.31 2.15 0.15 0.00
N -4.24 -1.37 2.56 0.01
C 1.10 0.16 0.27 0.01
H 0.36 -2.34 -3.78 0.01
H -4.82 3.78 1.25 0.00
N -1.17 -2.74 6.04 0.00
H -2.47 3.79 -0.06 0.00
H -2.87 1.22 3.40 0.00
H -1.87 -2.29 5.48 0.00
H 2.09 -2.08 -2.48 0.01
H -1.30 -3.09 6.98 0.00
N -3.56 0.52 3.17 0.00
O 0.23 3.84 1.58 0.02
O -4.65 -0.53 -0.35 0.01
N 3.87 -3.92 1.71 0.01
H 6.65 -0.71 -0.32 0.00
H 1.00 -2.75 3.88 0.00
H 3.99 -2.97 -4.17 0.01
C -4.31 -1.45 -1.04 0.07
O -5.01 1.90 1.02 0.00
H 2.76 -4.07 -4.74 0.00
H 1.16 3.21 -0.47 0.00
H 1.61 5.95 -0.58 0.00
C 2.00 -2.96 -3.11 0.04
H 0.17 6.05 1.38 0.00
H -1.81 4.47 -4.44 0.01
H -0.71 -2.39 3.87 0.00
O -1.26 1.54 -4.43 0.01
O 0.57 -3.19 -3.39 0.05
H -4.86 -0.94 1.89 0.00
H 0.25 -1.14 1.78 0.00
N -2.00 3.50 -4.66 0.01
H -4.62 -3.16 -1.73 0.06
H 2.03 -4.09 0.39 0.02
H -0.22 4.31 -3.40 0.01
H -3.12 -2.49 -2.25 0.04
O 4.79 -0.45 0.48 0.01
C 2.80 -3.28 2.04 0.01
N -3.20 -1.61 -1.76 0.03
H -4.43 0.87 2.81 0.00
C 2.91 -3.06 -4.33 0.03
H -4.67 3.27 -0.42 0.00
H -0.77 0.29 1.22 0.00
N 0.14 -2.58 4.38 0.00
O 0.98 -3.38 6.25 0.00
H 0.77 4.17 2.31 0.01
H 0.06 0.11 -1.37 0.01
```

Results
- ⟨S²⟩ = 0.75
- F_max (Eh/bohr) = 0.177
- LUMO energy (alpha / beta) (Eh) = 0.0770 / 0.0771
- charge = -1
- E (eV) = -61977.41497
- HOMO level (alpha / beta) (eV) = 0.47 / -6.48
- spin multiplicity = 2

# 6
ORCA calculation (ωB97M-V with the def2-TZVPD basis set) on a 12-piece molecular cluster, C15H51NO14 overall at a distorted geometry.

Structure (XYZ):
```
81
Properties=species:S:1:pos:R:3:mulliken_charge:R:1
C -2.99 -4.86 2.58 0.64
C 6.77 -0.22 3.16 -0.55
O -3.82 1.49 -3.95 -0.51
C -0.68 0.65 -7.76 -0.57
H -4.09 -6.57 1.82 0.34
H -4.00 -3.33 3.84 0.39
H -5.26 2.25 5.30 0.23
H 1.88 -4.17 -0.55 0.23
H -0.69 -7.78 2.36 0.28
O 5.86 -1.10 2.44 -0.51
H 0.22 -2.58 5.58 0.17
H 5.15 -0.54 2.13 0.33
O 6.20 0.87 -3.30 -0.53
H 1.15 4.61 -4.03 0.35
C -3.46 5.63 -0.53 -0.49
H -6.60 2.86 4.61 0.21
C 2.67 5.58 -4.80 -0.48
C -1.18 -7.28 3.20 -0.70
H 1.74 -1.69 5.76 0.21
O -2.60 -7.27 3.03 -0.34
H -2.80 5.67 -1.39 0.22
H -2.57 -4.26 0.70 0.25
C 6.04 0.12 -4.48 -0.46
O 1.98 1.25 0.12 -0.80
H -1.94 -4.76 2.82 0.22
H -4.70 0.53 -2.30 0.22
H 1.76 -5.38 -1.85 0.22
H 7.59 -0.77 3.61 0.23
H -2.51 -6.44 1.14 0.35
O 0.50 1.36 -1.45 -0.82
H -4.93 -4.80 3.52 0.31
H -0.94 1.68 -7.49 0.25
H 2.77 -3.94 -2.03 0.22
O 0.49 0.31 -7.12 -0.49
H -4.00 6.57 -0.63 0.23
H 3.25 5.57 -3.87 0.23
H 7.13 0.63 2.58 0.24
H 1.09 -1.99 4.11 0.27
C -4.58 0.41 -3.38 -0.52
O -0.11 1.14 0.54 -0.78
H -5.47 0.31 -4.00 0.23
H 2.33 6.10 2.10 0.23
H -3.03 1.48 -3.41 0.33
O 1.35 5.49 -4.37 -0.53
H -4.39 1.87 3.18 0.33
H 7.01 -0.06 -4.95 0.20
H 0.25 0.33 -6.19 0.33
C -3.06 -6.32 2.07 -0.74
H 6.22 0.21 4.00 0.24
C 1.83 -4.32 -1.62 -0.50
H 3.79 6.10 1.00 0.22
H 5.59 -0.86 -4.30 0.22
N -3.22 -4.00 1.43 -0.80
H 5.50 0.80 -5.14 0.22
O -5.34 2.01 3.28 -0.50
C 0.80 1.30 -0.24 0.44
C 0.85 -1.80 5.15 -0.49
C -5.54 2.79 4.40 -0.50
H -2.22 4.81 0.59 0.35
O 3.89 4.87 2.63 -0.52
H -4.07 -0.55 -3.44 0.24
H -3.58 -4.79 4.69 0.29
H -0.66 0.62 -8.85 0.24
C 3.42 6.04 2.02 -0.52
O 0.69 -3.66 -2.19 -0.53
H -0.03 -0.34 4.23 0.36
H 3.79 6.93 2.53 0.22
H -4.09 4.74 -0.57 0.21
H 5.35 0.97 -2.87 0.35
H 3.00 6.39 -5.45 0.23
H -2.92 -3.06 1.63 0.30
O -2.77 5.59 0.67 -0.53
H 2.86 4.64 -5.31 0.19
H -1.02 -7.93 4.06 0.24
H 3.52 4.14 2.12 0.35
H -4.99 3.71 4.20 0.23
C -3.93 -4.41 3.72 -1.37
H 0.71 -2.74 -1.91 0.35
H -0.72 -6.31 3.37 0.32
O 0.05 -0.63 5.14 -0.53
H -1.55 0.11 -7.40 0.23
```

Results
- F_max (Eh/bohr) = 0.132
- LUMO energy (Eh) = 0.1400
- charge = -2
- E (eV) = -46528.96387
- HOMO level (eV) = 1.66
- ΔE to the lowest compared entry with this formula, charge and spin (eV) = 7.204